C23H47BrO11PbS5 as an isolated structure, computed with the ωB97M-V functional and the def2-TZVPD basis.

Structure (XYZ):
```
88
Properties=species:S:1:pos:R:3:forces:R:3
Pb -25.217 17.707 29.975 0.4159 0.7038 0.1962
Br -26.722 16.294 27.795 -0.0500 -0.1261 -0.1031
S -27.390 20.515 28.504 0.8913 0.1573 -0.7550
S -22.090 16.056 28.098 -0.0458 0.3097 -0.9496
S -24.984 14.505 32.239 0.3099 -0.7664 0.4528
S -23.221 20.458 28.005 0.5700 -0.0579 1.1167
S -28.699 17.386 31.666 -0.1096 -1.9556 0.3577
O -23.151 21.064 26.698 -0.3773 -0.1479 -0.0627
O -26.263 13.838 32.421 0.4737 0.7298 -0.0309
O -23.131 16.497 29.001 0.6603 -0.2325 0.0668
O -26.904 21.837 28.853 -0.3988 -0.3237 -0.0754
O -24.187 19.094 31.739 0.3875 -0.1976 -0.3820
O -27.271 17.489 31.416 -0.4114 0.3334 0.3816
O -29.652 18.228 31.005 0.0201 0.6410 -0.1842
O -24.794 15.449 31.156 -0.0325 -0.8161 0.3655
O -21.201 17.042 27.498 -0.5667 -0.6120 0.5142
O -26.867 19.399 29.277 -0.8768 0.6918 0.0902
O -24.076 19.295 28.246 0.2847 0.6813 -0.6685
C -23.565 21.719 29.284 0.7019 -0.5296 -0.0583
C -29.506 20.525 26.869 0.4112 -0.6536 -0.2798
C -27.083 20.217 26.748 -0.9206 0.1995 0.5985
C -22.433 21.574 30.301 0.0691 -0.0149 -0.2924
C -29.189 20.488 28.370 -0.0570 0.3293 0.4289
C -29.755 15.174 32.758 -1.0583 0.2062 -0.4783
C -23.291 14.405 34.341 0.4864 -0.4451 0.2315
C -28.244 20.969 26.085 0.2739 -0.1459 0.2381
C -24.788 19.683 32.823 -0.7882 -0.3254 0.7607
C -24.367 15.322 33.778 -0.1263 0.4459 -0.6216
C -28.951 17.378 33.464 -0.7621 0.4036 -1.2248
C -21.169 21.232 29.509 -0.0397 -0.0929 -0.3453
C -21.550 20.062 28.578 0.2860 0.1279 1.0424
C -21.100 14.751 28.856 -0.0525 0.4521 -0.4064
C -22.574 13.837 33.110 -1.5109 -0.1594 -0.5728
C -22.816 15.026 26.795 0.2288 0.4685 -0.6282
C -28.944 15.912 33.824 0.9147 -0.6081 0.6124
C -29.170 15.641 31.423 0.7386 0.0804 0.2953
C -23.704 13.201 32.273 0.2333 0.3151 0.6176
C -24.780 21.212 32.807 0.1476 0.4007 -0.4887
C -24.265 19.193 34.209 -0.0827 0.1890 -0.9480
C -22.686 13.581 27.261 -0.5291 0.6926 0.5301
C -21.343 13.501 28.000 -0.0317 -0.7303 0.5704
H -29.485 19.625 28.968 -0.2452 -0.1442 -0.3959
H -22.203 15.279 25.926 0.1625 -0.2943 0.0416
H -29.724 19.515 26.516 -0.1353 -0.0128 0.1101
H -21.350 12.671 28.711 0.1079 -0.2524 -0.3578
H -25.274 21.579 31.901 0.1711 -0.0415 -0.0362
H -21.814 13.077 33.260 0.2749 0.3109 0.3272
H -23.539 13.383 27.918 0.1545 -0.0333 0.1823
H -25.208 15.573 34.420 -0.0541 -0.3241 0.0793
H -22.660 20.762 30.996 -0.0572 0.0100 -0.0375
H -23.821 15.371 26.548 -0.1213 -0.0069 0.4795
H -20.089 15.152 28.849 0.0906 -0.2411 -0.0902
H -25.851 19.362 32.828 -0.2154 0.3020 0.1696
H -26.067 20.550 26.560 0.0405 -0.0747 -0.2536
H -28.207 18.081 33.829 -0.0615 -0.2281 0.5215
H -23.183 19.319 34.289 0.0401 -0.1207 -0.0706
H -23.769 13.635 34.952 0.1298 -0.2193 -0.1546
H -22.527 14.859 34.973 -0.4363 0.5608 0.0822
H -29.616 21.376 28.834 0.4248 0.0511 0.2748
H -29.986 17.715 33.568 0.2270 0.5138 0.1881
H -20.806 19.916 27.801 -0.4164 -0.0509 -0.4194
H -29.283 15.752 34.848 -0.2780 0.0395 -0.1009
H -24.543 18.140 34.280 0.1900 0.0352 0.3652
H -21.408 14.632 29.893 -0.2336 -0.0015 -0.0572
H -22.367 22.513 30.850 0.1907 -0.0749 0.1091
H -29.784 14.087 32.833 0.7116 -0.0095 0.1078
H -27.912 15.542 33.816 -0.0750 -0.1018 -0.1586
H -23.435 22.682 28.793 -0.5773 -0.0028 -0.1584
H -22.769 12.851 26.460 0.2044 0.1297 -0.1685
H -28.333 20.641 25.051 -0.0045 0.2003 -0.0869
H -23.967 16.270 33.411 0.1052 -0.0990 -0.0347
H -28.066 22.043 26.116 -0.1419 0.0472 0.0006
H -28.233 15.092 31.309 0.0469 0.1930 -0.4131
H -23.750 21.588 32.826 -0.0365 -0.0481 -0.0822
H -20.806 22.036 28.862 -0.1938 0.2972 0.2289
H -21.628 19.151 29.170 -0.1775 -0.0883 -0.1477
H -24.734 19.786 34.995 -0.0981 -0.2040 0.1736
H -27.249 19.149 26.591 0.5040 -0.1268 0.1262
H -20.573 13.308 27.255 0.2648 0.2632 0.2008
H -22.237 14.709 32.542 0.6490 -0.2282 -0.0011
H -24.197 12.426 32.862 0.0548 -0.1404 -0.0996
H -20.349 20.976 30.180 0.0218 -0.1959 -0.0908
H -24.527 21.521 29.747 -0.2165 0.2167 -0.3963
H -30.830 15.391 32.803 0.1439 0.5528 0.1919
H -23.319 12.763 31.354 -0.5703 0.4353 -0.4068
H -25.296 21.702 33.637 -0.0885 -0.3554 0.1764
H -29.761 15.601 30.513 -0.1839 -0.1615 0.1182
H -30.376 21.140 26.656 0.0302 0.1057 0.0522
```
Forces are in eV/Å.

Summary:
* multiplicity: 1
* E_HOMO: -6.786 eV
* calculated total energy: -176601.6557 eV
* energy above the lowest of the compared OMol25 structures with the same formula, charge and spin: 0.00 kJ/mol

Which charges does Mulliken predict for the atoms? In e, they are: 2.710 -0.814 0.942 1.055 0.835 0.988 0.933 -0.761 -0.722 -0.367 -0.764 -1.046 -0.425 -0.808 -0.251 -0.790 -0.482 -0.369 0.049 -0.667 -0.412 0.062 -0.459 -0.840 -0.980 -0.753 1.569 -0.353 -0.899 -1.069 -0.526 -0.343 -0.425 -0.908 0.088 -0.559 -0.964 -1.434 -1.319 -0.487 -0.639 0.056 0.427 0.332 0.370 0.158 0.429 0.197 0.576 -0.323 0.388 0.377 -0.621 0.293 0.390 0.363 0.370 0.353 0.416 0.403 0.510 0.445 0.001 -0.133 0.498 0.394 -0.218 0.485 0.407 0.386 -0.001 0.338 0.137 0.318 0.360 0.039 0.440 0.209 0.295 0.175 0.434 0.394 -0.426 0.325 0.357 0.461 0.476 0.338

=====

A single C5H6N2O3S molecule, computed with the ωB97M-V functional and the def2-TZVPD basis.

Structure (XYZ):
```
17
Properties=species:S:1:pos:R:3:forces:R:3
S 3.326 0.890 -0.262 0.1649 -0.8825 -0.0742
O -2.402 1.886 -0.109 1.4471 -1.6184 1.1921
O -1.163 0.344 -1.817 0.2769 0.2920 0.8826
O -1.177 1.321 1.659 -0.7724 0.6503 0.9382
N -0.695 -1.023 0.045 2.7617 2.3857 -0.6624
N 0.823 0.786 -0.671 -2.2630 -0.2498 -0.8050
C 1.882 0.064 -0.215 1.0717 0.3687 1.0223
C 0.345 -1.782 0.411 1.9928 3.6023 -0.3349
C -0.555 0.355 -0.554 -1.0814 -1.6772 0.0339
C -1.479 1.241 0.389 -0.0983 1.5625 -2.0766
C 1.606 -1.225 0.411 0.6056 -2.4911 0.7039
H 0.124 -2.682 0.861 -0.3323 -2.0090 0.6474
H 0.946 1.439 -1.474 0.1730 -0.6436 1.2517
H -2.014 0.772 -1.628 -0.2289 0.2943 -0.5490
H -1.572 -1.380 0.030 -3.0872 -1.1953 -0.2582
H 2.381 -1.943 0.898 -0.9686 2.0580 -1.2444
H -0.375 0.937 2.025 0.3386 -0.4468 -0.6674
```
Forces are in eV/Å.

Summary:
* multiplicity: 1
* E_HOMO: -8.330 eV
* calculated total energy: -25239.3819 eV
* energy above the lowest of the compared OMol25 structures with the same formula, charge and spin: 139.53 kJ/mol
* SMILES: O=C(O)[C@]1(O)NC=CC(=S)N1

Which charges does Mulliken predict for the atoms? In e, they are: -0.340 -0.611 -0.612 -0.439 -0.099 -0.153 0.192 -0.113 0.171 0.644 -0.555 0.443 0.341 0.367 0.156 0.249 0.360

=====

C52H58BBrF4GeN3O2SSiY as an isolated structure, computed with the ωB97M-V functional and the def2-TZVPD basis.

Structure (XYZ):
```
125
Properties=species:S:1:pos:R:3:forces:R:3
Y -0.002 1.865 0.901 0.4375 1.6118 -0.7572
Br 0.914 -0.462 7.590 0.0018 0.0032 -0.0370
Ge -2.796 1.385 1.270 -1.7279 -0.4253 0.5226
S -1.471 -0.595 -1.352 -0.0755 -0.1433 0.0457
Si 0.972 -3.502 0.375 0.0467 0.0042 0.0873
F -0.245 3.924 2.499 -0.1370 -0.2539 -0.3442
F -1.860 4.493 0.960 0.2974 0.1826 0.0598
F 0.353 4.408 0.387 -0.0610 -0.2566 0.1082
F -0.424 6.136 1.753 -0.0037 -0.3897 -0.0693
O -0.653 2.430 -1.407 0.2048 0.0519 0.1142
O 3.122 0.347 -2.854 -0.1569 0.1674 0.0674
N 1.164 1.118 -1.840 -0.1622 -0.1673 0.1352
N 2.197 2.384 -3.412 -0.1085 0.0684 0.2191
N 0.330 -1.855 0.326 -0.0121 -0.0633 -0.0861
C -4.532 2.483 -0.815 0.0185 -0.0875 -0.0144
C 2.250 1.182 -2.699 0.0429 0.0167 -0.1336
C 0.905 3.014 -3.239 -0.2055 0.1903 0.0516
C -4.353 -2.007 3.541 0.0415 0.0809 -0.0082
C -0.286 -6.112 0.377 0.0491 -0.0162 -0.0745
C -1.439 2.510 -6.837 0.0301 0.0469 0.0055
C -4.147 1.269 -0.224 0.0749 0.0587 -0.1641
C -0.537 -4.646 -0.005 -0.1751 0.1233 -0.0965
C 2.342 1.826 0.709 1.0507 0.1093 0.2262
C 3.604 -2.860 -0.549 -0.0376 -0.0188 0.0225
C 1.048 7.109 -1.885 -0.0141 -0.0451 -0.0128
C -0.288 3.294 -6.841 0.0109 -0.0336 0.0261
C 4.548 2.908 0.504 -0.0432 -0.1005 0.0146
C 1.808 -2.747 -2.229 -0.1113 -0.0511 0.0395
C 1.414 1.147 5.272 -0.0251 -0.0131 -0.1108
C 2.301 -3.543 -1.000 0.1024 0.0303 -0.1134
C 3.053 0.622 0.855 0.1940 0.1561 -0.0833
C 0.361 0.859 3.061 -0.1093 -0.3263 0.3075
C 2.550 -5.046 2.159 -0.0538 -0.0002 -0.0700
C 4.440 0.543 0.844 0.0031 0.0131 -0.0186
C -3.534 0.594 4.004 -0.0678 -0.0721 -0.0449
C -5.959 1.354 -2.399 0.0777 -0.0332 0.0695
C 1.650 -3.794 2.137 0.0988 -0.1022 0.0666
C -3.543 0.134 2.679 0.0735 -0.1728 -0.0381
C -4.342 -1.519 4.842 0.0444 0.0664 -0.0763
C 0.974 4.473 -2.797 0.0129 -0.0426 -0.0819
C -0.198 5.224 -2.715 0.0185 -0.0016 0.0261
C -0.322 -0.228 3.623 0.0464 -0.0297 0.0542
C -5.579 0.138 -1.845 0.0500 0.0966 0.0550
C 0.377 2.150 -2.065 0.3058 -0.2559 -0.1227
C 1.239 1.518 3.941 -0.0563 -0.0557 0.0917
C 2.213 6.361 -1.955 -0.0001 -0.0249 -0.0154
C -1.848 1.900 -5.661 0.0322 -0.0113 0.0168
C -1.111 2.061 -4.491 -0.0264 0.0180 0.0042
C -4.677 0.102 -0.782 -0.0516 0.0817 -0.0223
C -0.900 -4.604 -1.504 -0.0181 -0.0590 0.0913
C -3.953 -1.190 2.483 0.0513 0.0215 0.0556
C -3.923 -0.210 5.069 -0.0256 -0.0381 -0.1018
C 0.039 2.842 -4.488 0.0186 -0.0136 0.0342
C 5.204 1.695 0.676 -0.1226 0.0128 -0.0251
C 2.636 -4.983 -1.426 -0.0284 -0.0586 0.0698
C -1.786 -4.142 0.751 0.0092 -0.0644 0.0026
C -0.173 -0.641 4.949 0.0062 -0.0701 -0.0770
C 0.442 3.459 -5.673 -0.0609 0.0116 0.0015
C 0.510 -4.000 3.149 0.0168 -0.0650 -0.0080
C -0.424 -1.297 -0.419 -0.0534 -0.3334 -0.0263
C -5.420 2.530 -1.884 0.0252 -0.0863 0.0464
C 3.153 2.960 0.529 0.0310 0.0577 -0.0144
C 0.699 0.063 5.754 0.0262 0.0275 0.0191
C 2.461 -2.585 2.636 -0.0126 0.0214 -0.0858
C 2.176 5.046 -2.406 0.0333 0.0041 0.0084
C -0.161 6.533 -2.260 0.0294 -0.0486 -0.0369
B -0.574 4.804 1.405 -0.0742 0.3023 0.0130
H -4.109 3.407 -0.428 -0.0714 -0.0479 -0.0290
H 2.720 2.472 -4.263 -0.0020 -0.1227 -0.1331
H 1.814 2.371 3.591 0.0047 -0.0134 -0.0269
H 6.287 1.646 0.664 -0.0046 -0.0126 -0.0017
H 2.537 -2.863 -3.042 -0.0346 0.0313 0.0586
H -0.051 -4.922 2.969 0.0664 0.1315 0.0543
H 3.155 6.793 -1.637 -0.0271 -0.0242 -0.0121
H 3.450 -4.963 -2.163 -0.0487 0.0172 0.0551
H 4.299 -2.830 -1.398 -0.0519 0.0103 0.0456
H -4.648 -2.151 5.669 0.0197 0.0091 -0.0112
H -1.082 7.099 -2.178 0.0264 -0.0276 0.0124
H -0.740 -1.480 5.338 0.0412 0.0556 -0.0007
H 3.445 -4.909 1.546 -0.0624 -0.0355 0.1044
H 0.038 3.779 -7.756 -0.0225 -0.0247 0.0606
H 3.077 4.443 -2.426 -0.0525 0.0497 0.0113
H 2.499 -0.304 0.966 -0.0719 -0.0808 0.0981
H 4.934 -0.421 0.953 -0.0071 0.0494 0.0169
H -3.201 1.610 4.201 -0.0245 -0.0682 0.0144
H -2.647 -4.768 0.473 0.0798 0.0515 0.0116
H -1.162 -6.713 0.095 0.0572 0.0384 0.0048
H -4.664 -3.030 3.348 0.0088 0.0441 -0.0098
H 0.585 -6.528 -0.143 -0.1141 0.0229 0.0819
H 0.835 -3.086 -2.598 0.1888 0.0587 0.0179
H -1.682 -4.191 1.836 -0.0140 0.0104 -0.1005
H 2.686 3.935 0.395 0.0291 -0.0566 0.0421
H 5.123 3.818 0.352 -0.0031 -0.0033 0.0187
H -1.030 -0.789 3.017 -0.0056 0.0141 0.0256
H -0.185 -3.160 3.140 -0.0088 0.0065 0.0563
H -2.032 -3.111 0.488 -0.0217 -0.0633 0.0047
H -1.110 -3.586 -1.840 -0.0186 -0.0675 -0.0065
H 3.429 -1.825 -0.246 0.0507 -0.0930 -0.0458
H 2.875 -5.248 3.188 -0.0283 0.0478 -0.0811
H 2.835 -2.800 3.646 -0.0342 0.0156 -0.0491
H -0.115 -5.026 -2.135 -0.1185 0.0732 0.0348
H 0.936 -4.066 4.160 -0.0164 0.0340 -0.0746
H 1.075 8.128 -1.518 -0.0113 -0.0296 0.0090
H -5.982 -0.788 -2.244 0.0160 -0.0031 0.0038
H -4.377 -0.867 -0.397 -0.0552 0.0594 -0.0102
H -1.146 4.766 -2.976 0.0446 0.0230 0.0064
H 2.088 1.696 5.917 0.0104 -0.0287 0.0288
H 3.322 -2.357 2.004 -0.0862 -0.0113 0.0691
H 1.839 -1.688 2.700 0.0548 -0.0189 0.0167
H 4.097 -3.394 0.270 -0.0306 0.0686 -0.1021
H -2.017 2.385 -7.748 0.0391 0.0051 0.0516
H 1.743 -1.677 -2.014 0.0504 -0.1004 -0.0434
H 1.784 -5.482 -1.897 0.1220 0.0086 0.0556
H -3.502 2.613 1.942 0.1690 0.1216 -0.0078
H -5.697 3.484 -2.320 0.0227 0.0094 0.0178
H -6.657 1.386 -3.229 0.0045 -0.0004 0.0016
H -3.955 -1.613 1.482 0.0116 0.0151 0.0632
H 1.329 4.086 -5.669 -0.0575 -0.0165 -0.0117
H 2.966 -5.600 -0.581 -0.0241 0.0630 -0.1347
H 2.026 -5.938 1.794 0.1069 0.0999 0.0836
H -0.136 -6.238 1.451 0.0003 -0.0349 -0.0834
H -1.810 -5.200 -1.665 0.0726 0.0570 0.0375
H -3.891 0.178 6.082 0.0053 0.0071 -0.0291
H -2.747 1.293 -5.646 0.0488 0.0400 0.0164
H -1.442 1.593 -3.570 -0.0180 0.0303 -0.0941
```
Forces are in eV/Å.

Summary:
* multiplicity: 1
* E_HOMO: -2.283 eV
* calculated total energy: -221304.0865 eV
* total charge: -2

These are the Mulliken partial charges, in e, on atoms 1 to 99: -0.926 -0.293 0.684 -0.109 -3.469 -0.269 -0.276 0.137 -0.338 -0.356 -0.761 1.218 -0.001 0.899 -0.096 -0.701 3.896 -0.743 -1.904 -0.361 -0.274 3.383 1.667 -2.047 -0.512 -0.934 -0.582 -1.943 -0.762 3.423 -0.292 1.675 -1.965 -0.249 -0.069 -0.391 2.703 -0.383 -0.448 -0.726 -0.208 -0.297 -0.793 -1.779 -0.680 -0.703 -1.129 0.142 0.386 -1.917 0.500 -0.559 -0.480 -1.032 -1.793 -1.965 -0.499 -0.136 -1.753 0.479 -0.640 -0.559 -0.253 -1.521 -0.549 -0.733 -0.091 0.329 0.319 0.285 0.288 0.644 0.301 0.385 0.554 0.611 0.338 0.367 0.577 0.336 0.365 0.350 0.096 0.364 0.295 0.579 0.559 0.382 0.272 0.231 0.292 0.251 0.374 0.130 0.005 0.082 0.192 0.312 0.513

=====

Question: What is the formula in the first record?
Answer: C23H47BrO11PbS5